Molecular formula: C7H15NO
Method: DFT, ωB97M-V/def2-TZVPD

The structure (SMILES) is CC=C(C)C.CC(N)=O. For the lowest unoccupied orbital energy, the calculation gives 0.0197 hartree. As for the calculated total energy: -405.63442 hartree. Its frontier orbital gap is 8.323 eV. The value obtained for the HOMO energy is -0.28621 Eh. The energy above the lowest of the compared OMol25 structures with the same formula, charge and spin comes out at 2.800 eV. The molar mass is 129.20 g/mol.

Last column: Mulliken charge in e.
Element x y z (Å)
C  1.33247  -0.04371  1.82514  -1.4702
C  0.77074  0.42918  0.50871  -0.6317
C  -0.56004  0.83779  0.33873  1.5992
C  -1.61106  0.55711  1.37352  -1.6792
C  -0.89041  1.94649  -0.61999  -1.5137
H  1.46229  0.77472  2.53988  0.3546
H  0.73073  -0.84242  2.26090  0.3131
H  2.31528  -0.48594  1.64803  0.3884
H  1.49324  0.96985  -0.09950  0.4706
H  -2.59611  0.46621  0.91121  0.4126
H  -1.40772  -0.35038  1.94116  0.3675
H  -1.64536  1.39063  2.08392  0.3870
H  -0.12392  2.07276  -1.38629  0.3766
H  -1.84923  1.77373  -1.11326  0.3605
H  -0.96726  2.88873  -0.06588  0.3683
C  1.38762  -1.28509  -1.81817  -1.3007
C  0.43963  -1.44249  -0.63991  0.9420
N  -0.95320  -1.04332  -1.00598  -0.5526
O  0.52874  -2.43444  0.09785  -0.6430
H  2.40559  -1.20226  -1.43667  0.3038
H  1.16595  -0.40468  -2.42515  0.3850
H  1.32524  -2.18153  -2.44248  0.3644
H  -1.12818  -0.77526  -1.97002  0.2006
H  -1.62502  -1.61569  -0.50576  0.1971

Molecular formula: C5H8N4
Method: DFT, ωB97M-V/def2-TZVPD

For the lowest unoccupied orbital energy, the calculation gives -0.0178 hartree. As for the calculated total energy: -414.23123 hartree. Its frontier orbital gap is 7.964 eV. The value obtained for the HOMO energy is -0.31049 Eh. The energy above the lowest of the compared OMol25 structures with the same formula, charge and spin comes out at 2.746 eV. The molar mass is 124.15 g/mol.

Last column: Mulliken charge in e.
Element x y z (Å)
C  1.62525  2.49317  -0.07231  -0.0983
C  -0.33306  1.75296  0.06764  0.5367
C  -0.02434  -1.25430  1.42347  0.2918
C  -1.80738  1.58780  0.03282  -0.9838
C  1.37607  -2.10971  -0.32038  -0.6101
N  0.33899  2.84284  -0.27925  -0.7039
N  1.77595  1.26307  0.36720  -0.7630
N  0.51103  -2.10949  0.79242  -0.2332
N  0.52217  0.80561  0.44571  0.0559
H  2.44801  3.15226  -0.25865  0.4527
H  -0.65034  -1.07703  2.25617  0.4004
H  -2.06688  0.55628  -0.20047  0.2829
H  -2.24258  1.84908  0.99800  0.2131
H  -2.22584  2.24986  -0.72005  0.3037
H  1.53410  -1.08213  -0.66643  0.3148
H  0.94220  -2.72483  -1.10638  0.2728
H  2.32691  -2.54588  -0.01589  0.2675